1.
129
Properties=species:S:1:pos:R:3:lowdin_charge:R:1 method="wB97M-V/def2-TZVPD" homo_energy_ev=-9.44
Cu 1.6348 -0.5545 1.0783 0.460
O -0.5042 0.1112 0.4353 -0.326
H -0.5598 -0.4434 -0.3671 0.008
C 0.5393 -5.5591 1.0012 -0.059
C -0.1091 -4.2870 1.4770 -0.295
O 0.8432 -3.6873 2.3602 -0.109
H 1.5112 -5.3206 0.5693 0.072
H -0.0946 -6.2157 0.4052 0.053
H 0.7879 -6.1446 1.8864 0.078
H -0.9974 -4.3369 2.1067 0.113
H -0.2753 -3.4982 0.7434 0.093
H 0.4638 -2.8413 2.6092 0.016
C 2.5194 2.8175 4.4887 -0.084
C 2.4923 3.6187 5.7721 -0.315
O 3.5915 4.5080 5.6906 -0.082
H 1.6913 2.1171 4.3795 0.059
H 3.4079 2.1952 4.3824 0.063
H 2.5286 3.4876 3.6290 0.080
H 2.6024 2.9749 6.6447 0.111
H 1.6009 4.2415 5.8469 0.108
H 3.5832 5.0222 6.5013 0.081
C 5.1983 0.6952 0.5260 -0.061
C 4.3507 1.2292 1.6813 -0.308
O 3.6379 0.2140 2.3421 -0.087
H 6.0413 0.1385 0.9354 0.073
H 5.6075 1.5095 -0.0720 0.080
H 4.7067 -0.0372 -0.1143 0.057
H 3.5127 1.8321 1.3314 0.097
H 5.0070 1.8184 2.3217 0.119
H 4.2055 -0.1202 3.0406 0.100
C -4.6903 -2.0114 1.0208 -0.059
C -3.3066 -1.5514 1.4701 -0.315
O -2.6227 -1.4860 0.2920 -0.112
H -5.0525 -1.3343 0.2472 0.079
H -5.3713 -2.0803 1.8690 0.072
H -4.6839 -3.0189 0.6049 0.078
H -2.9153 -2.2718 2.1884 0.114
H -3.2773 -0.5569 1.9154 0.096
H -1.9429 -0.8334 0.4751 0.021
C -1.0071 -2.0903 -4.0310 -0.058
C -1.5077 -1.5385 -2.7347 -0.321
O -1.9344 -2.5781 -1.9235 -0.084
H -1.7716 -2.6494 -4.5704 0.085
H -0.1954 -2.7959 -3.8536 0.057
H -0.6088 -1.3699 -4.7456 0.073
H -2.2566 -0.7602 -2.8812 0.123
H -0.6433 -1.1364 -2.2061 0.095
H -2.4210 -2.1782 -1.1990 0.038
C -2.0220 -6.6807 -3.2314 -0.089
C -1.3761 -6.2160 -1.9205 -0.317
O -0.6424 -5.0408 -2.2175 -0.107
H -2.6425 -7.5546 -3.0328 0.064
H -1.2545 -6.9192 -3.9677 0.071
H -2.6829 -5.9768 -3.7371 0.069
H -0.7496 -7.0180 -1.5302 0.098
H -2.1257 -5.9109 -1.1904 0.111
H -1.0993 -4.2230 -2.0079 0.026
C 1.2773 -1.4073 4.9243 -0.051
C 0.0986 -0.6743 4.2380 -0.248
O 0.1517 -1.0379 2.8647 -0.123
H 1.1602 -2.4909 4.9308 0.074
H 1.3149 -1.1141 5.9734 0.080
H 2.1755 -1.2021 4.3419 0.065
H 0.1687 0.4087 4.3395 0.100
H -0.8117 -1.0451 4.7090 0.115
H -0.4945 -0.5549 2.3444 0.049
C 2.5811 3.2400 -1.7078 -0.078
C 1.3772 2.4879 -1.3603 -0.353
O 1.6357 1.4496 -0.4759 -0.083
H 3.1226 3.5630 -0.8187 0.078
H 2.3263 4.1214 -2.2964 0.079
H 3.3075 2.6399 -2.2558 0.081
H 0.9576 2.0834 -2.2814 0.108
H 0.6948 3.1894 -0.8804 0.109
H 0.7987 1.0620 -0.2098 -0.003
C 0.3960 4.1219 -4.8709 -0.053
C -0.8373 3.7521 -3.9422 -0.293
O -1.0586 2.3870 -4.0842 -0.097
H 1.2899 3.6130 -4.5100 0.039
H 0.6156 5.1879 -4.9304 0.070
H 0.2850 3.7379 -5.8850 0.075
H -1.7387 4.2827 -4.2489 0.105
H -0.6511 4.0368 -2.9067 0.100
H -1.4278 2.0816 -3.2523 0.037
C -4.6409 1.4473 3.3299 -0.089
C -3.8553 1.1085 4.5868 -0.300
O -2.8304 2.0719 4.7354 -0.100
H -3.9427 1.2904 2.5077 0.036
H -4.9491 2.4902 3.2559 0.083
H -5.4755 0.7818 3.1094 0.072
H -3.3110 0.1642 4.5970 0.101
H -4.5904 1.2573 5.3777 0.111
H -2.1564 2.0313 4.0531 0.030
C -3.7231 2.6092 -1.8439 -0.048
C -2.7985 1.7763 -0.9194 -0.310
O -1.6406 1.4224 -1.5761 -0.099
H -4.5932 2.8576 -1.2363 0.077
H -4.0195 1.9993 -2.6973 0.079
H -3.2019 3.4980 -2.1998 0.065
H -3.3740 0.9146 -0.5811 0.111
H -2.5522 2.3973 -0.0581 0.100
H -1.1664 0.9379 -0.8964 0.009
C 2.5705 -2.2257 -2.4332 -0.055
C 2.2337 -2.7600 -1.0399 -0.296
O 2.9579 -2.0993 -0.0412 -0.069
H 1.8798 -2.5653 -3.2050 0.063
H 3.5760 -2.4501 -2.7892 0.081
H 2.3647 -1.1581 -2.5116 0.061
H 2.3012 -3.8479 -1.0364 0.112
H 1.1600 -2.6621 -0.8797 0.100
H 3.8836 -2.2539 -0.2431 0.102
C 2.7580 -0.1574 -6.1283 -0.087
C 2.1047 0.8662 -5.2093 -0.314
O 0.7459 0.9826 -5.6352 -0.092
H 2.6747 0.1492 -7.1710 0.073
H 2.2256 -1.1032 -6.0276 0.068
H 3.8020 -0.4031 -5.9338 0.070
H 2.5790 1.8473 -5.2301 0.100
H 2.1429 0.4200 -4.2155 0.085
H 0.2443 1.5438 -5.0394 0.011
C -0.8000 4.2163 3.0044 -0.063
C -0.5657 3.2535 1.8109 -0.293
O -1.2838 2.0712 2.0793 -0.104
H -1.8717 4.4102 3.0485 0.076
H -0.4221 5.2133 2.7782 0.074
H -0.4562 3.8380 3.9672 0.063
H 0.4763 2.9594 1.6849 0.105
H -0.9061 3.8091 0.9372 0.104
H -0.9905 1.4272 1.4306 0.007

2.
4
Properties=species:S:1:pos:R:3:nbo_charge:R:1 method="wB97M-V/def2-TZVPD" homo_energy_ev=-8.60 e_above_lowest_kcal_mol=1.77 smiles="P1=P#[PH]1"
P -1.3675 1.1187 2.0258 0.032
P -2.5684 0.1135 0.6526 0.057
P -0.8510 0.9846 -0.0849 -0.039
H -0.0696 -0.2547 0.0671 -0.049

3.
11
Properties=species:S:1:pos:R:3:nbo_charge:R:1 method="wB97M-V/def2-TZVPD" homo_energy_ev=-8.00 e_above_lowest_kcal_mol=27.09 smiles="O=c1[nH]cc(O)[nH]1"
O 2.4382 0.8707 -0.4134 -0.655
C 1.2394 0.7166 -0.2709 0.744
N 0.3167 1.3953 0.4889 -0.595
C -0.9530 0.7994 0.3800 -0.169
C -0.8252 -0.2561 -0.4481 0.402
O -1.7767 -1.1570 -0.7976 -0.659
N 0.5115 -0.2843 -0.8822 -0.633
H 0.5768 2.1537 1.0948 0.422
H -1.8228 1.1876 0.8888 0.229
H -1.7406 -1.3192 -1.7476 0.484
H 1.1012 -0.9588 -1.3320 0.429

4.
119
Properties=species:S:1:pos:R:3:lowdin_charge:R:1 method="wB97M-V/def2-TZVPD" total_charge=-1 homo_energy_ev="-3.20 / -3.20" e_above_lowest_kcal_mol=2.14
Ga -0.2518 -20.3083 -3.6623 0.849
C -1.0872 -21.1583 -0.7488 -0.165
N -1.3349 -21.2131 -2.1658 -0.030
C -2.2348 -22.0896 -2.5831 -0.028
C -2.5046 -22.1310 -3.9804 -0.262
C -3.4773 -22.7495 -4.8280 -0.048
C -3.2114 -22.3658 -6.1225 -0.094
C -2.1237 -21.4603 -6.0563 -0.139
N -1.6709 -21.3061 -4.7788 0.015
C -2.2970 -21.2209 0.2021 -0.209
C -2.2031 -22.0985 1.2948 -0.052
C -3.3556 -22.4879 1.9315 -0.109
C -4.6059 -21.9569 1.6249 -0.090
C -4.6917 -20.9354 0.6452 -0.060
C -3.5092 -20.6082 -0.0373 -0.051
H -0.5820 -20.2168 -0.4826 0.110
H -0.3864 -21.9832 -0.4130 0.131
H -2.7729 -22.7200 -1.8512 0.157
H -4.3145 -23.3334 -4.4999 0.095
H -3.7081 -22.7118 -7.0487 0.108
H -1.5920 -21.0259 -6.8572 0.106
H -1.2315 -22.4213 1.6575 0.115
H -3.2551 -23.3051 2.6468 0.101
H -5.5042 -22.2230 2.1676 0.091
H -5.6163 -20.5405 0.3166 0.085
H -3.5932 -19.8758 -0.8495 0.118
C 3.5789 -16.1724 -5.1532 -0.051
C 2.4214 -16.5592 -4.1976 -0.339
C 2.5984 -15.8038 -2.8978 -0.092
C 0.9755 -16.3221 -4.7237 -0.109
C 0.6126 -14.9752 -4.9159 -0.047
C -0.6426 -14.6043 -5.3674 -0.081
C -1.5801 -15.6104 -5.6293 -0.050
C -1.2936 -16.9748 -5.4727 -0.138
C -2.3478 -17.9444 -5.9048 -0.376
C -3.7203 -17.6297 -5.3178 -0.077
C -2.5898 -17.9489 -7.4526 -0.070
C 0.0251 -17.3342 -4.9942 -0.159
N 0.3455 -18.7245 -4.9682 0.029
C 1.4576 -19.2076 -5.6044 -0.242
C 2.1540 -20.3537 -5.1360 -0.216
N 1.5231 -21.2610 -4.4054 0.001
C 2.0754 -22.5876 -4.3631 -0.146
C 1.8632 -23.3968 -5.5147 -0.131
C 2.5024 -24.6323 -5.6118 -0.050
C 3.2237 -25.1248 -4.5494 -0.082
C 3.3355 -24.3580 -3.3892 -0.051
C 2.8795 -23.0551 -3.2912 -0.133
C 3.2994 -22.0792 -2.1709 -0.373
C 3.2819 -22.7967 -0.8034 -0.086
C 4.6474 -21.4225 -2.3828 -0.072
C 0.9593 -22.9562 -6.6296 -0.353
C -0.0872 -23.9908 -7.0304 -0.087
C 1.6910 -22.6327 -7.9907 -0.037
C 3.3747 -20.4824 -5.9873 -0.085
C 4.4629 -21.3547 -6.0576 -0.039
C 5.4168 -21.1726 -7.0415 -0.092
C 5.3706 -20.1300 -7.9757 -0.039
C 4.2919 -19.2261 -7.9471 -0.173
C 3.9634 -18.1277 -8.8051 -0.025
C 2.6993 -17.4494 -8.7001 -0.095
C 1.8292 -17.6893 -7.6675 -0.034
C 2.1549 -18.6897 -6.7329 -0.117
C 3.3204 -19.4323 -6.9160 -0.119
H 4.4194 -16.9003 -5.0961 0.086
H 4.0448 -15.1945 -4.8622 0.080
H 3.2633 -16.1320 -6.1853 0.049
H 2.4577 -17.6177 -3.9851 0.102
H 2.7441 -14.7187 -2.9446 0.075
H 3.4309 -16.2277 -2.3326 0.069
H 1.7350 -15.9960 -2.2631 0.070
H 1.3329 -14.1931 -4.6719 0.111
H -0.8046 -13.5474 -5.5416 0.091
H -2.6027 -15.3839 -5.9340 0.094
H -2.0154 -18.9861 -5.6703 0.088
H -4.0730 -16.6414 -5.6762 0.072
H -3.7545 -17.6685 -4.2490 0.058
H -4.4483 -18.3955 -5.7014 0.091
H -3.1385 -17.0406 -7.7847 0.078
H -3.2612 -18.7992 -7.7108 0.073
H -1.7252 -18.0133 -8.1070 0.064
H 2.4136 -25.2375 -6.5182 0.110
H 3.6003 -26.1371 -4.5835 0.095
H 3.8236 -24.7792 -2.5433 0.088
H 2.5370 -21.2157 -2.1252 0.130
H 4.0251 -23.6359 -0.7062 0.082
H 2.2643 -23.1633 -0.6331 0.069
H 3.4608 -22.1326 0.0539 0.071
H 5.4247 -22.1870 -2.4469 0.079
H 4.8588 -20.7015 -1.5717 0.078
H 4.6924 -20.8007 -3.3200 0.083
H 0.4930 -22.0269 -6.3453 0.092
H 0.4143 -24.9300 -7.3924 0.082
H -0.7710 -23.6280 -7.8146 0.074
H -0.7376 -24.2324 -6.1628 0.084
H 2.0988 -23.5496 -8.4494 0.072
H 2.5450 -21.9356 -7.8702 0.069
H 0.9599 -22.2677 -8.7403 0.081
H 4.5475 -22.2289 -5.4083 0.108
H 6.2347 -21.9390 -7.0749 0.112
H 6.1615 -20.0290 -8.7410 0.107
H 4.6620 -17.8746 -9.6143 0.093
H 2.4554 -16.6910 -9.4547 0.098
H 0.8834 -17.0756 -7.6093 0.131
C -1.9685 -16.9921 -1.4010 -0.097
C -0.7314 -17.3752 -0.7690 -0.479
C -0.4024 -17.0358 0.5843 -0.124
C 0.9316 -17.3754 0.7834 -0.115
C 1.3557 -17.9397 -0.4640 -0.408
C 2.7333 -18.4255 -0.8265 -0.084
N 0.3477 -17.8635 -1.4070 0.062
H -2.7676 -16.9532 -0.6468 0.069
H -2.2881 -17.7592 -2.1415 0.048
H -1.8894 -16.0367 -1.9733 0.080
H -1.0830 -16.6090 1.3187 0.071
H 1.5298 -17.1199 1.6485 0.069
H 2.9210 -19.3694 -0.3389 0.041
H 3.5105 -17.6979 -0.5430 0.068
H 2.7779 -18.5923 -1.9118 0.056

5.
13
Properties=species:S:1:pos:R:3:nbo_charge:R:1 method="wB97M-V/def2-TZVPD" total_charge=+1 homo_energy_ev=-15.96 e_above_lowest_kcal_mol=99.86
C 2.3484 0.5102 -0.2941 -0.743
C 0.9634 0.8013 -0.1042 0.599
N -0.1235 1.1921 -0.2003 -0.068
N -1.4345 1.3266 0.0093 -0.232
C -2.0218 0.1812 0.1274 0.229
C -1.2684 -1.1126 0.3064 -0.721
H 2.4593 -0.4313 0.0672 0.279
H 3.1555 1.1941 0.2316 0.324
H 2.5260 0.4115 -1.3220 0.298
H -3.0869 0.2466 0.4846 0.250
H -2.0152 -1.7758 0.7076 0.273
H -0.2807 -1.0726 0.7607 0.240
H -1.2217 -1.4714 -0.7743 0.271

6.
18
Properties=species:S:1:pos:R:3:nbo_charge:R:1 method="wB97M-V/def2-TZVPD" homo_energy_ev="-9.44 / -8.68" e_above_lowest_kcal_mol=104.09
C 1.6392 1.1521 -1.1744 0.231
C 0.2160 -1.2759 -1.6909 -0.340
C -0.1697 -0.4881 -0.7677 -0.024
C -1.3430 -1.0547 0.1187 -0.633
C -0.1190 1.8792 0.3907 -0.639
C 0.5474 0.7720 -0.3817 0.084
N 2.5079 1.5083 -1.8228 -0.292
N 1.7995 -0.2827 1.1246 -0.837
H 0.9274 -0.9682 -2.4378 0.205
H -0.1134 -2.2964 -1.7224 0.204
H -2.0717 -1.5260 -0.4788 0.215
H -0.8848 -1.8548 0.7720 0.242
H -1.8205 -0.1962 0.5888 0.211
H -1.0910 1.8734 0.0291 0.221
H -0.0894 1.6889 1.4112 0.244
H 0.2543 3.0025 0.3428 0.242
H 2.2494 0.2459 1.8088 0.333
H 2.4225 -0.7070 0.4701 0.335

7.
10
Properties=species:S:1:pos:R:3:nbo_charge:R:1 method="wB97M-V/def2-TZVPD" homo_energy_ev=-10.24 e_above_lowest_kcal_mol=99.84 smiles=COOCF
C 1.6452 -0.4743 -0.3048 -0.292
O 0.7723 0.3559 0.4962 -0.274
O -0.3381 0.7140 -0.3038 -0.293
C -1.6156 0.4608 0.3112 0.300
F -2.4400 -0.3861 -0.4023 -0.348
H 0.9787 -1.1297 -1.0250 0.201
H 2.1646 -1.2314 0.3160 0.205
H 2.3442 0.1883 -0.9384 0.189
H -1.3102 0.0394 1.2742 0.159
H -2.2012 1.4630 0.5767 0.153

8.
19
Properties=species:S:1:pos:R:3:nbo_charge:R:1 method="wB97M-V/def2-TZVPD" homo_energy_ev=-9.43 e_above_lowest_kcal_mol=45.44 smiles="CC(N)=O.COCO"
C -1.8853 -0.9256 0.0731 -0.721
C -1.2420 0.4234 0.2704 0.769
N -1.5936 1.3728 -0.6223 -0.793
O -0.7886 0.7894 1.3870 -0.686
H -1.6087 -1.5862 0.8905 0.246
H -1.5307 -1.3697 -0.8563 0.241
H -2.9675 -0.8061 0.0131 0.238
H -1.2003 2.2930 -0.5084 0.408
H -1.9426 1.1090 -1.5269 0.397
C 1.7056 0.8129 -0.8313 -0.259
O 0.8837 -0.3057 -0.5728 -0.623
C 1.4457 -1.1776 0.6151 0.264
O 1.2537 -0.5990 1.7951 -0.784
H 2.7040 0.4899 -1.1400 0.171
H 1.8045 1.4482 0.0539 0.179
H 1.2624 1.3830 -1.6479 0.177
H 2.5168 -1.3067 0.3878 0.139
H 0.8861 -2.1081 0.4440 0.126
H 0.2968 0.0630 1.7760 0.511